Record 1
{"formula": "C23H55Br2N16O8", "method": "wB97M-V/def2-TZVPD", "homo_energy_ev": -11.09, "largest_force_ev_per_a": 4.31, "total_charge": 1, "homo_lumo_gap_ev": 7.522, "species": ["C", "C", "O", "C", "C", "C", "C", "C", "C", "C", "N", "C", "C", "N", "C", "C", "C", "Br", "C", "C", "Br", "H", "H", "H", "H", "H", "H", "H", "H", "H", "H", "H", "H", "H", "H", "H", "H", "H", "H", "H", "H", "H", "H", "H", "H", "H", "H", "H", "C", "O", "N", "N", "H", "H", "H", "H", "C", "O", "N", "N", "H", "H", "H", "H", "C", "O", "N", "N", "H", "H", "H", "H", "C", "O", "N", "N", "H", "H", "H", "H", "C", "O", "N", "N", "H", "H", "H", "H", "C", "O", "N", "N", "H", "H", "H", "H", "C", "O", "N", "N", "H", "H", "H", "H"], "coordinates": [[6.424, -3.359, -2.138], [6.357, -1.997, -2.971], [5.701, -0.923, -2.284], [4.323, -0.795, -2.700], [3.741, 0.607, -2.247], [2.860, 1.340, -3.382], [1.385, 1.649, -2.825], [0.290, 0.671, -3.466], [0.445, -0.759, -2.807], [0.229, -0.905, -1.227], [0.006, -2.193, -1.081], [-0.197, -2.868, 0.246], [1.155, -3.697, 0.469], [1.207, -4.988, 0.380], [-0.037, -3.083, -2.290], [-0.104, -2.060, -3.518], [-1.370, -2.036, -4.426], [-1.075, -2.213, -6.389], [-2.691, -1.942, -4.001], [-3.018, -1.803, -2.465], [-4.150, -2.005, -5.302], [7.399, -3.903, -2.341], [5.596, -4.066, -2.475], [6.381, -3.205, -1.021], [7.439, -1.703, -3.160], [5.916, -2.244, -3.983], [4.154, -1.057, -3.786], [3.758, -1.591, -2.098], [3.153, 0.435, -1.295], [4.632, 1.265, -1.977], [3.387, 2.269, -3.753], [2.767, 0.568, -4.214], [1.161, 2.737, -3.059], [1.398, 1.567, -1.689], [0.484, 0.567, -4.571], [-0.760, 1.082, -3.345], [1.577, -0.935, -2.858], [0.276, -0.117, -0.433], [-0.201, -2.073, 1.050], [-1.107, -3.522, 0.266], [2.069, -3.058, 0.668], [2.209, -5.208, 0.535], [-0.873, -3.839, -2.214], [0.988, -3.543, -2.371], [0.763, -2.345, -4.192], [-2.856, -2.803, -1.954], [-4.137, -1.622, -2.388], [-2.426, -0.972, -2.001], [-2.801, -0.663, 0.979], [-2.617, -1.682, 0.315], [-2.304, 0.552, 0.615], [-3.514, -0.655, 2.128], [-2.451, 1.391, 1.149], [-1.771, 0.598, -0.234], [-3.903, -1.528, 2.439], [-3.670, 0.173, 2.677], [-6.641, -0.671, 4.304], [-5.711, -0.747, 3.505], [-7.374, -1.752, 4.683], [-7.012, 0.498, 4.873], [-8.135, -1.701, 5.334], [-7.130, -2.640, 4.282], [-6.492, 1.325, 4.613], [-7.767, 0.578, 5.528], [-6.409, 4.019, 5.552], [-6.075, 3.352, 4.577], [-5.533, 4.775, 6.257], [-7.692, 4.058, 6.009], [-5.799, 5.324, 7.052], [-4.563, 4.777, 5.948], [-8.375, 3.514, 5.513], [-7.978, 4.599, 6.803], [-5.896, 1.706, -0.049], [-5.106, 2.616, 0.187], [-7.009, 1.879, -0.811], [-5.724, 0.448, 0.429], [-7.660, 1.144, -1.010], [-7.174, 2.797, -1.185], [-4.909, 0.282, 1.000], [-6.359, -0.306, 0.246], [9.459, -4.232, 0.350], [9.381, -4.515, -0.836], [10.470, -3.482, 0.861], [8.540, -4.642, 1.266], [10.545, -3.243, 1.832], [11.172, -3.157, 0.220], [7.774, -5.201, 0.932], [8.593, -4.416, 2.241], [-3.113, 4.511, 3.385], [-3.476, 4.580, 4.550], [-1.838, 4.785, 2.993], [-3.953, 4.152, 2.384], [-1.530, 4.731, 2.040], [-1.183, 5.055, 3.706], [-4.906, 3.938, 2.636], [-3.674, 4.089, 1.422], [6.568, 3.412, -0.985], [5.951, 2.719, -0.190], [6.860, 4.719, -0.749], [7.019, 2.937, -2.178], [7.366, 5.297, -1.394], [6.546, 5.112, 0.121], [6.827, 1.973, -2.393], [7.527, 3.496, -2.838]], "atomic_forces_ev_per_a": [[-0.1, -0.4, -0.5], [1.6, -1.4, 0.2], [-0.8, -0.1, -1.7], [-0.6, -0.5, 1.5], [0.9, 0.2, -0.5], [-0.3, -1.3, 1.0], [0.2, 0.5, -0.6], [0.0, 0.2, 0.7], [1.5, 1.4, 0.5], [-0.6, -2.6, -3.4], [-0.8, 1.1, 1.9], [2.1, -0.4, 0.7], [-0.7, -0.8, -0.3], [0.6, 2.7, 0.3], [0.4, 0.9, -1.0], [0.7, -0.4, -0.2], [-2.1, 0.2, 0.1], [0.4, 0.2, 1.8], [2.2, -0.1, 0.1], [-1.1, -0.7, -1.4], [0.9, 0.1, 1.4], [-1.1, 0.8, 0.2], [0.9, 0.9, 0.7], [-0.1, 0.1, -1.2], [-1.4, 0.0, 0.3], [0.2, 0.6, 1.0], [0.5, 0.6, 0.9], [0.4, 0.7, -0.9], [0.6, 0.4, -1.1], [-1.2, -0.9, -0.1], [-0.7, -1.1, 0.4], [0.1, 1.3, 0.7], [-0.1, -1.4, 0.2], [-0.1, 0.1, -1.4], [-0.2, 0.1, 1.1], [1.1, -0.5, -0.1], [-1.2, 0.3, 0.2], [0.0, -1.2, -0.6], [-0.4, -0.9, -1.0], [0.9, 0.8, -0.2], [-1.0, -0.6, -0.2], [-0.6, -0.4, -0.1], [1.1, 0.9, 0.1], [-1.2, 0.0, 0.4], [-1.4, 0.2, 0.6], [0.0, 1.4, -0.5], [1.5, 0.1, 0.2], [-0.7, -0.9, -0.4], [-0.1, -0.1, 0.7], [0.0, 0.3, 0.1], [0.6, 0.1, -0.3], [0.7, -0.3, -0.4], [-0.2, 0.0, -0.1], [-0.3, 0.2, 0.0], [-0.2, 0.2, 0.1], [-0.1, -0.1, 0.2], [-0.3, 0.3, 0.3], [-0.1, -0.2, 0.1], [0.0, -0.5, -0.2], [0.3, 0.2, -0.2], [0.0, 0.0, 0.0], [-0.1, 0.1, 0.1], [-0.1, 0.3, 0.1], [0.0, -0.1, 0.0], [0.6, 0.5, 0.3], [-0.4, -0.4, -0.2], [0.4, 0.0, 0.1], [-0.5, -0.3, -0.1], [-0.1, -0.1, 0.0], [-0.4, 0.0, -0.1], [0.0, 0.2, 0.0], [0.0, 0.0, 0.0], [0.0, -0.2, 0.0], [0.0, 0.0, -0.1], [-0.2, 0.4, -0.3], [0.3, 0.1, -0.1], [0.0, 0.0, 0.0], [0.0, -0.1, 0.0], [-0.6, -0.1, 0.0], [0.0, 0.0, 0.1], [0.1, 0.0, -0.4], [0.0, 0.0, 0.2], [0.4, 0.3, 0.0], [-0.5, -0.2, 0.2], [0.0, 0.0, 0.0], [-0.1, 0.0, 0.1], [0.1, 0.0, 0.0], [0.0, 0.0, 0.0], [-0.6, -0.1, -0.3], [0.8, 0.2, 0.0], [0.6, 0.0, 0.2], [-0.1, -0.1, 0.1], [-0.1, 0.1, 0.0], [-0.1, 0.0, -0.1], [0.1, -0.1, 0.0], [-0.2, 0.0, 0.0], [-0.1, -0.2, 0.2], [0.0, 0.1, -0.1], [0.0, 0.4, 0.2], [0.0, -0.3, -0.4], [0.0, 0.0, 0.0], [0.1, 0.0, -0.1], [0.1, 0.0, 0.0], [0.0, 0.0, 0.0]]}

=====

Record 2
{"formula": "C23H56BInNO7", "method": "wB97M-V/def2-TZVPD", "homo_energy_ev": -3.68, "largest_force_ev_per_a": 3.03, "total_charge": -1, "homo_lumo_gap_ev": 5.444, "species": ["C", "C", "C", "C", "C", "C", "C", "C", "C", "C", "C", "In", "B", "N", "O", "H", "H", "H", "H", "H", "H", "H", "H", "H", "H", "H", "H", "H", "H", "H", "H", "H", "H", "H", "H", "H", "H", "H", "H", "H", "H", "H", "H", "C", "O", "C", "C", "O", "C", "C", "O", "C", "H", "H", "H", "H", "H", "H", "H", "H", "H", "H", "H", "H", "H", "H", "C", "O", "C", "C", "O", "C", "C", "O", "C", "H", "H", "H", "H", "H", "H", "H", "H", "H", "H", "H", "H", "H", "H"], "coordinates": [[-3.135, -3.001, 3.916], [-2.315, -1.845, 3.058], [-3.182, -1.198, 1.819], [-2.189, -1.154, 0.503], [-2.963, -1.263, -0.939], [-3.013, -2.821, -1.547], [-3.848, -3.705, -0.447], [-4.548, -5.079, -1.095], [-5.239, -5.847, 0.220], [-6.390, -6.938, -0.195], [-7.689, -6.634, 0.814], [-8.829, -4.917, -0.173], [-8.646, -3.053, 1.174], [-9.178, -1.682, 0.779], [-7.990, -3.270, 2.509], [-3.767, -3.731, 3.225], [-2.304, -3.624, 4.489], [-3.895, -2.485, 4.672], [-2.062, -0.975, 3.803], [-1.336, -2.369, 2.657], [-4.165, -1.818, 1.650], [-3.539, -0.090, 2.070], [-1.349, -1.976, 0.504], [-1.632, -0.101, 0.557], [-2.290, -0.664, -1.722], [-4.051, -0.818, -0.946], [-3.563, -2.715, -2.597], [-1.906, -3.215, -1.653], [-4.771, -3.065, -0.046], [-3.198, -4.030, 0.498], [-3.750, -5.774, -1.626], [-5.380, -4.699, -1.860], [-4.355, -6.273, 0.857], [-5.745, -4.967, 0.841], [-6.712, -6.764, -1.322], [-5.953, -8.028, -0.032], [-7.198, -6.326, 1.857], [-8.366, -7.579, 0.965], [-8.163, -4.641, -1.840], [-10.581, -5.366, -0.278], [-9.985, -1.738, 0.117], [-8.385, -1.131, 0.367], [-7.213, -3.907, 2.337], [4.075, 0.952, -1.360], [3.103, 1.358, -2.308], [2.196, 0.314, -2.679], [0.746, 0.816, -2.692], [0.197, 1.150, -1.411], [0.752, 2.288, -0.747], [0.498, 3.641, -1.424], [1.226, 3.751, -2.646], [0.468, 4.293, -3.715], [4.916, 0.476, -1.870], [4.432, 1.844, -0.843], [3.656, 0.274, -0.607], [2.279, -0.551, -2.011], [2.471, -0.006, -3.690], [0.121, -0.003, -3.073], [0.609, 1.636, -3.395], [1.812, 2.137, -0.542], [0.265, 2.317, 0.237], [0.843, 4.443, -0.768], [-0.578, 3.767, -1.586], [-0.557, 3.913, -3.721], [0.943, 3.999, -4.652], [0.463, 5.385, -3.646], [10.332, 3.879, -0.405], [9.406, 3.778, 0.663], [9.623, 4.741, 1.699], [8.304, 5.390, 2.139], [7.680, 6.239, 1.168], [7.161, 5.607, -0.005], [5.971, 4.665, 0.220], [6.371, 3.488, 0.920], [5.479, 3.109, 1.956], [11.244, 3.330, -0.160], [9.875, 3.432, -1.289], [10.571, 4.923, -0.644], [10.329, 5.518, 1.389], [10.056, 4.204, 2.551], [8.531, 6.042, 2.994], [7.598, 4.653, 2.517], [7.958, 5.117, -0.564], [6.813, 6.426, -0.647], [5.573, 4.349, -0.746], [5.183, 5.203, 0.759], [5.110, 3.975, 2.510], [6.022, 2.468, 2.653], [4.642, 2.546, 1.534]], "atomic_forces_ev_per_a": [[0.1, 0.3, 0.0], [-0.8, -0.3, 0.4], [0.5, -0.2, 0.0], [-0.5, 0.9, -0.4], [1.3, -0.2, -1.1], [-0.5, 1.3, 1.4], [-0.8, -0.8, -0.8], [0.0, 0.8, 1.2], [0.0, 0.9, -1.3], [0.0, 0.2, 1.0], [1.5, -0.9, 0.1], [-0.2, -0.2, 0.2], [0.3, 0.0, 1.2], [0.6, -0.7, 0.2], [1.0, 0.3, -2.8], [1.5, 1.6, 1.4], [-2.0, 1.2, -1.0], [1.7, -1.2, -1.6], [-0.1, -1.8, -1.4], [-2.0, 1.3, 0.8], [2.1, 1.1, 0.2], [0.9, -2.4, -0.5], [-1.8, 1.5, 0.2], [-1.1, -2.3, -0.2], [-1.6, -1.0, 1.6], [2.2, -0.8, 0.2], [1.2, -0.7, 2.3], [-2.3, 0.7, 0.0], [2.1, -1.3, -0.9], [-1.2, 0.9, -2.1], [-1.7, 1.5, 1.0], [1.8, -1.1, 1.6], [-1.8, 0.6, -1.1], [1.0, -1.9, -1.2], [0.8, -0.5, 2.3], [-0.8, 2.1, -0.5], [-1.2, -0.8, -2.0], [1.4, 1.6, -0.2], [-0.1, -0.1, 0.3], [0.3, 0.0, -0.1], [1.5, 0.0, 0.5], [-1.2, -0.5, 0.6], [-2.2, 1.1, 0.4], [-0.1, 0.2, -0.2], [-0.2, -0.5, 0.4], [-0.2, 0.6, -0.1], [-0.1, -0.3, 0.1], [0.4, 0.3, -0.3], [-0.2, 0.1, 0.1], [0.4, -0.5, -0.1], [-0.5, -0.1, -0.1], [0.4, 0.0, 0.2], [0.1, -0.1, 0.2], [0.1, 0.0, -0.1], [0.0, 0.0, -0.1], [0.0, 0.1, 0.1], [-0.2, -0.2, 0.0], [0.1, 0.0, 0.2], [0.3, 0.1, 0.0], [0.1, 0.1, -0.2], [-0.1, 0.0, -0.2], [-0.1, 0.0, 0.3], [0.0, 0.0, -0.1], [-0.1, 0.0, 0.0], [0.1, 0.0, 0.1], [-0.2, 0.1, -0.1], [-0.2, -0.2, 0.2], [0.3, 0.7, -0.1], [-0.6, -0.3, -0.1], [0.2, 0.3, 0.1], [0.1, -0.5, 0.0], [-0.3, 0.1, -0.1], [0.6, -0.1, 0.1], [-0.2, 0.4, 0.4], [0.2, -0.2, -0.3], [0.2, 0.1, -0.1], [0.0, -0.1, 0.1], [0.0, -0.1, 0.1], [-0.1, 0.0, -0.1], [0.0, 0.2, 0.2], [0.0, 0.0, -0.3], [0.1, -0.2, -0.2], [-0.1, -0.2, 0.1], [0.0, 0.0, 0.2], [-0.1, 0.2, -0.2], [0.1, 0.0, 0.1], [-0.1, 0.0, 0.0], [0.0, 0.0, -0.1], [-0.2, 0.0, 0.2]]}